Computed, not measured: 12 unconnected molecules or ions with the total composition C5H34NO12, with ωB97M-V/def2-TZVPD.

```
52
Properties=species:S:1:pos:R:3
O -2.035 0.870 -1.655
C -2.029 0.399 -0.373
C -0.610 -0.398 -0.384
N -0.369 -1.242 0.860
C 1.091 -1.020 1.333
C 1.740 -0.124 0.230
C 0.591 0.568 -0.659
H -1.844 0.054 -2.358
H -2.185 1.343 0.223
H -2.792 -0.298 0.001
H -0.926 -1.230 -1.233
H -1.144 -1.071 1.610
H -0.423 -2.320 0.592
H 1.646 -2.113 1.345
H 1.042 -0.434 2.323
H 2.523 -0.557 -0.366
H 2.300 0.784 0.796
H 0.446 1.609 -0.396
H 0.907 0.417 -1.772
H 0.593 3.712 1.247
H 0.549 4.983 0.289
O 0.914 4.115 0.424
H -1.896 -1.101 -4.556
H -1.878 -1.978 -3.256
O -1.707 -1.140 -3.574
H -0.689 0.392 4.017
H 0.603 0.288 4.882
O 0.249 0.435 3.969
H 3.221 0.367 -2.255
H 3.938 -0.256 -3.452
O 3.299 -0.340 -2.844
H -3.026 3.125 1.536
H -1.696 2.926 2.169
O -2.584 2.540 2.183
H 0.190 2.303 2.915
H -0.035 3.644 3.589
O -0.029 3.196 2.720
H 1.054 -4.645 0.413
H 0.935 -3.519 -0.540
O 0.497 -3.891 0.187
H -1.095 -3.910 -2.053
H -0.688 -3.894 -3.580
O -1.273 -3.633 -2.894
H -2.722 -0.053 4.579
H -2.802 0.384 3.208
O -2.386 -0.296 3.715
H 0.227 -1.923 -2.932
H 1.733 -2.426 -2.977
O 0.957 -2.358 -2.431
H 3.022 2.545 -0.235
H 3.865 2.765 -1.530
O 3.464 2.031 -0.941
```

The total charge is +1. The energy above the lowest of the compared OMol25 structures with the same formula, charge and spin comes out at 86.58 kcal per mole. The calculation puts the LUMO energy at -2.38 eV. The HOMO-LUMO gap is 9.9582 eV. As for the calculated total energy: -1168.24049 Eh.

Computed, not measured: a molecular structure, C50H48N5O4PS3V, with ωB97M-V/def2-TZVPD.

```
112
Properties=species:S:1:pos:R:3
V -0.572 -1.019 -0.001
S 0.836 0.787 -1.003
C -0.160 2.165 -0.981
N 0.382 3.375 -1.226
C -0.465 4.536 -1.396
C -1.655 4.429 -0.453
N -2.327 3.172 -0.685
C -3.750 3.210 -0.949
C -4.008 4.017 -2.200
C -3.445 3.605 -3.403
C -3.623 4.353 -4.552
C -4.368 5.521 -4.509
C -4.941 5.932 -3.318
C -4.756 5.186 -2.166
C -1.581 2.051 -0.791
S -2.344 0.534 -0.681
C 1.810 3.614 -1.159
C 2.152 4.320 0.130
C 1.768 3.768 1.347
C 2.065 4.419 2.532
C 2.737 5.630 2.512
C 3.121 6.183 1.302
C 2.826 5.531 0.117
H -0.817 4.583 -2.435
H 0.111 5.436 -1.176
H -2.358 5.244 -0.626
H -1.301 4.467 0.585
H -4.266 3.655 -0.094
H -4.098 2.183 -1.073
H -2.866 2.692 -3.431
H -3.176 4.030 -5.480
H -4.509 6.104 -5.406
H -5.523 6.841 -3.283
H -5.203 5.511 -1.237
H 2.110 4.224 -2.015
H 2.321 2.650 -1.212
H 1.235 2.827 1.361
H 1.768 3.982 3.473
H 2.973 6.137 3.435
H 3.644 7.125 1.275
H 3.131 5.965 -0.825
C 3.055 -3.566 5.017
C 3.934 -3.380 3.962
C 3.506 -2.802 2.777
C 2.183 -2.397 2.651
C 1.292 -2.633 3.695
C 1.724 -3.208 4.872
P 1.557 -1.454 1.217
C 3.092 -0.824 0.446
C 3.638 0.419 0.758
C 4.804 0.832 0.139
C 5.423 0.024 -0.803
C 4.865 -1.199 -1.138
C 3.709 -1.627 -0.511
C 0.866 -0.039 2.136
C 1.302 0.528 3.328
C 0.503 1.474 3.947
C -0.715 1.825 3.384
C -1.138 1.264 2.184
C -0.349 0.315 1.547
H 3.402 -3.987 5.949
H 4.967 -3.679 4.064
H 4.203 -2.653 1.964
H 0.258 -2.348 3.579
H 1.027 -3.375 5.680
H 3.157 1.069 1.475
H 5.235 1.792 0.385
H 6.335 0.352 -1.275
H 5.312 -1.822 -1.897
H 3.268 -2.574 -0.784
H 2.244 0.229 3.766
H 0.817 1.921 4.879
H -1.355 2.537 3.884
H -2.105 1.555 1.788
C -1.009 -6.026 1.068
C -0.102 -4.986 1.716
O 0.027 -3.821 0.920
H -1.046 -6.922 1.681
H -0.622 -6.285 0.085
H -2.020 -5.641 0.955
H 0.894 -5.416 1.877
H -0.495 -4.664 2.684
H 0.440 -4.126 0.089
N -2.964 -2.817 -0.907
C -2.983 -2.741 0.443
C -3.959 -3.464 1.162
C -3.968 -3.423 2.532
C -3.009 -2.643 3.177
C -2.096 -1.961 2.408
N -2.054 -2.000 1.073
H -3.745 -3.238 -1.382
H -2.391 -2.161 -1.426
H -4.692 -4.044 0.621
H -4.712 -3.971 3.087
H -2.972 -2.564 4.251
H -1.364 -1.322 2.882
O 2.958 -4.123 -2.393
S 1.550 -4.142 -2.157
O 1.042 -5.181 -1.296
N 0.994 -2.719 -1.525
C 0.048 -2.231 -2.271
O -0.704 -1.285 -1.929
C -0.155 -2.904 -3.574
C -0.996 -2.507 -4.599
C -1.070 -3.318 -5.721
C -0.322 -4.484 -5.812
C 0.538 -4.867 -4.786
C 0.604 -4.057 -3.678
H -1.551 -1.584 -4.530
H -1.715 -3.041 -6.540
H -0.406 -5.101 -6.695
H 1.128 -5.767 -4.859
```

The total charge is +1. The energy above the lowest of the compared OMol25 structures with the same formula, charge and spin comes out at 0.00 kcal per mole. As for the expectation value of S²: 2.023. The calculation puts the LUMO energy (alpha / beta) at -4.13 / -4.14 eV. The HOMO-LUMO gap (alpha / beta) is 6.0354 / 6.2105 eV. As for the multiplicity: 3. As for the calculated total energy: -4988.64725 Eh.

Computed, not measured: 11 unconnected molecules or ions with the total composition C29H60N2O29S6, with ωB97M-V/def2-TZVPD.

```
126
Properties=species:S:1:pos:R:3
C 23.220 -24.416 -19.917
O 22.326 -24.922 -20.555
N 23.539 -23.170 -19.914
N 23.965 -25.119 -19.151
H 24.458 -22.901 -19.593
H 22.969 -22.526 -20.444
H 24.484 -24.574 -18.477
H 23.996 -26.128 -19.153
C 24.263 -23.059 -16.092
C 24.911 -23.472 -14.759
O 26.258 -23.932 -14.984
S 26.709 -23.806 -16.529
O 27.045 -25.140 -17.091
O 27.621 -22.695 -16.662
O 25.212 -23.312 -17.095
H 23.920 -22.024 -16.084
H 23.403 -23.726 -16.148
H 24.357 -24.294 -14.306
H 24.880 -22.689 -14.000
C 33.343 -20.545 -18.762
C 32.351 -19.506 -19.021
O 31.160 -20.212 -18.831
S 31.212 -21.866 -18.988
O 30.488 -22.262 -20.207
O 30.991 -22.517 -17.684
O 32.857 -21.712 -19.385
H 33.547 -20.758 -17.713
H 34.264 -20.205 -19.236
H 32.440 -19.224 -20.070
H 32.464 -18.569 -18.475
C 27.896 -24.451 -21.587
C 29.346 -24.841 -21.984
O 29.644 -26.006 -21.218
S 28.788 -26.168 -19.852
O 29.724 -25.921 -18.733
O 27.926 -27.341 -19.942
O 27.883 -24.732 -20.210
H 27.121 -24.928 -22.188
H 27.821 -23.364 -21.562
H 30.052 -24.022 -21.850
H 29.440 -24.978 -23.061
C 20.796 -21.416 -20.545
C 21.295 -20.983 -19.121
O 21.995 -19.767 -19.327
S 21.795 -19.154 -20.837
O 23.053 -18.451 -21.214
O 20.531 -18.431 -20.868
O 21.599 -20.732 -21.484
H 19.715 -21.358 -20.669
H 20.972 -22.481 -20.700
H 21.951 -21.660 -18.574
H 20.403 -20.791 -18.526
C 27.776 -18.074 -15.531
C 27.970 -19.220 -14.520
O 26.781 -19.980 -14.725
S 25.431 -18.999 -14.713
O 25.182 -18.333 -13.430
O 24.296 -19.544 -15.482
O 26.347 -17.970 -15.702
H 28.138 -18.531 -16.451
H 28.376 -17.188 -15.325
H 27.945 -18.895 -13.480
H 28.846 -19.867 -14.570
C 30.663 -20.079 -24.562
C 30.087 -20.595 -23.189
O 30.405 -19.714 -22.094
S 31.101 -18.343 -22.683
O 32.564 -18.438 -22.738
O 30.523 -17.201 -22.072
O 30.512 -18.720 -24.176
H 29.958 -20.299 -25.364
H 31.691 -20.405 -24.723
H 30.531 -21.582 -23.059
H 28.998 -20.600 -23.224
C 22.122 -15.183 -16.510
C 23.212 -16.241 -16.913
C 22.393 -17.411 -17.343
O 21.311 -17.385 -16.501
C 21.062 -16.124 -15.882
H 21.754 -14.712 -17.422
H 22.433 -14.410 -15.807
H 23.778 -16.542 -16.032
H 23.931 -15.842 -17.628
H 22.848 -18.390 -17.496
H 22.019 -17.219 -18.348
H 21.145 -16.292 -14.808
H 20.075 -15.755 -16.161
C 24.661 -23.563 -23.151
C 25.237 -22.225 -23.449
C 24.219 -21.143 -23.083
O 23.088 -21.793 -23.595
C 23.144 -23.260 -23.401
H 24.808 -23.884 -22.120
H 25.009 -24.384 -23.778
H 25.538 -22.099 -24.489
H 26.086 -22.031 -22.793
H 24.479 -20.270 -23.682
H 24.143 -20.989 -22.007
H 22.856 -23.731 -24.341
H 22.488 -23.635 -22.615
C 26.049 -17.743 -25.002
C 26.885 -18.076 -23.784
C 26.185 -17.272 -22.782
O 25.996 -15.997 -23.454
C 25.567 -16.275 -24.807
H 25.180 -18.378 -25.171
H 26.666 -17.812 -25.898
H 27.946 -17.828 -23.817
H 26.774 -19.148 -23.621
H 26.723 -17.144 -21.843
H 25.276 -17.767 -22.440
H 25.998 -15.514 -25.457
H 24.488 -16.122 -24.852
C 27.655 -19.634 -19.307
C 26.360 -19.090 -18.987
C 25.418 -20.222 -18.769
O 25.921 -21.205 -19.665
C 27.353 -20.981 -19.875
H 28.343 -19.754 -18.470
H 28.200 -19.069 -20.063
H 25.989 -18.583 -19.878
H 26.339 -18.546 -18.043
H 24.433 -19.897 -19.106
H 25.416 -20.611 -17.751
H 27.449 -20.900 -20.958
H 27.854 -21.840 -19.427
```

The total charge is 0. The calculation puts the LUMO energy at 0.03 eV. The HOMO-LUMO gap is 9.1234 eV. Its SMILES is O=S1(=O)OCCO1.O=S1(=O)OCCO1.O=S1(=O)OCCO1.O=S1(=O)OCCO1.O=S1(=O)OCCO1.O=S1(=O)OCCO1.C1CCOC1.C1CCOC1.C1CCOC1.C1CCOC1.NC(N)=O. As for the calculated total energy: -5821.21310 Eh.